No. 1
A single C2H6Cl2NP molecule in a non-equilibrium geometry. Source: the Open Molecules 2025 dataset; level of theory: ωB97M-V/def2-TZVPD.

Computed properties:
Max |F| in eV/Å: 4.57
Calculated total energy in eV: -37995.242
HOMO in eV: -9.6
SMILES: CN(C)P(Cl)Cl
2S+1: 1
Gap between HOMO and LUMO in eV: 9.27
Energy relative to the best compared isomer or geometry (same formula, charge and spin) in kJ/mol: 46.6

Atoms and positions in Å:
1 C 0.15907 1.11286 0.58583
2 N -0.28261 0.60865 -0.70566
3 C -0.39533 -0.77936 -0.74906
4 P -0.03710 1.41793 -2.16549
5 Cl -0.34625 3.25433 -1.44001
6 Cl 2.45028 1.71969 -2.08321
7 H 0.48282 2.25144 0.58699
8 H -0.58264 0.88453 1.28753
9 H 0.98949 0.48239 0.78798
10 H -1.47306 -1.01121 -0.28274
11 H -0.64960 -1.03936 -1.82636
12 H 0.45884 -1.21154 -0.25696

No. 2
A single C2H6Cl2OSi molecule in a non-equilibrium geometry. Source: the Open Molecules 2025 dataset; level of theory: ωB97M-V/def2-TZVPD.

Computed properties:
Max |F| in eV/Å: 5.40
Calculated total energy in eV: -37141.049
HOMO in eV: -10.5
SMILES: C[SiH2]OC(Cl)Cl
2S+1: 1
Gap between HOMO and LUMO in eV: 11.30
Energy relative to the best compared isomer or geometry (same formula, charge and spin) in kJ/mol: 430.1

Atoms and positions in Å:
1 C 0.49838 -1.70216 0.67861
2 Si -0.74964 -0.36107 0.43516
3 O -0.23992 1.20654 0.39357
4 C 0.25598 1.86920 -0.86917
5 Cl -1.12387 2.59959 -1.64159
6 Cl 1.02441 0.76953 -1.83243
7 H 0.91116 -2.31213 -0.14267
8 H 1.42876 -1.20549 1.13651
9 H 0.05962 -2.50498 1.28447
10 H -1.29142 -0.14767 1.74238
11 H -1.60724 -0.81506 -0.85342
12 H 0.83379 2.60368 -0.33142

No. 3
C2H6Cl2P as an isolated structure in a non-equilibrium geometry. Source: the Open Molecules 2025 dataset; level of theory: ωB97M-V/def2-TZVPD.

Computed properties:
Max |F| in eV/Å: 1.64
Calculated total energy in eV: -36495.390
HOMO in eV: -15.6
2S+1: 1
Gap between HOMO and LUMO in eV: 8.18
Energy relative to the best compared isomer or geometry (same formula, charge and spin) in kJ/mol: 418.3
Net charge: +1

Atoms and positions in Å:
1 C -0.43842 0.59247 -1.21857
2 C -0.82133 -0.77002 1.13414
3 P -0.17878 -1.08502 -0.53600
4 Cl 2.34877 -0.59764 -0.00174
5 Cl 3.46150 1.07611 0.24601
6 H -0.38967 0.59856 -2.30432
7 H 0.33931 1.25766 -0.84904
8 H -1.39341 1.01511 -0.90856
9 H -1.89285 -0.56111 1.07268
10 H -0.34972 0.10519 1.58252
11 H -0.68539 -1.63132 1.78288

No. 4
A 2-piece molecular cluster, C2H6ClIO2Si overall in a non-equilibrium geometry. Source: the Open Molecules 2025 dataset; level of theory: ωB97M-V/def2-TZVPD.

Computed properties:
Max |F| in eV/Å: 3.58
Calculated total energy in eV: -34766.928
HOMO (spin up / spin down) in eV: -8.3 / -8.3
2S+1: 1
Gap between HOMO and LUMO (spin up / spin down) in eV: 7.52 / 7.52
Energy relative to the best compared isomer or geometry (same formula, charge and spin) in kJ/mol: 363.6

Atoms and positions in Å:
1 C 1.06312 0.92779 -2.67356
2 C 0.69279 -2.13493 2.10419
3 O 0.41002 0.10116 -1.80277
4 O 1.51559 -1.03063 1.61582
5 Si 2.03124 -0.80140 0.10123
6 Cl 2.33525 -2.45043 -1.02503
7 I 3.60398 0.96451 0.07115
8 H 0.46676 1.58611 -3.22663
9 H 1.54971 0.48390 -3.61314
10 H 1.86766 1.56426 -2.14409
11 H -0.19228 -2.23566 1.53777
12 H 0.53319 -1.86444 3.12742
13 H 1.35367 -3.11612 1.99036

No. 5
C2H6ClN2 as an isolated structure in a non-equilibrium geometry. Source: the Open Molecules 2025 dataset; level of theory: ωB97M-V/def2-TZVPD.

Computed properties:
Max |F| in eV/Å: 3.22
Calculated total energy in eV: -17662.454
HOMO (spin up / spin down) in eV: -11.1 / -15.4
2S+1: 3
Gap between HOMO and LUMO (spin up / spin down) in eV: 7.69 / 7.31
Energy relative to the best compared isomer or geometry (same formula, charge and spin) in kJ/mol: 0.0
<S²>: 2.02
Net charge: +1

Atoms and positions in Å:
1 C 1.03981 -0.91759 -0.83071
2 C 0.46505 0.71958 0.00019
3 N 0.24347 -1.74897 -1.48139
4 N -0.83278 0.85716 -0.46863
5 Cl 2.71945 -1.00824 -0.84527
6 H 1.27372 1.38307 -0.34840
7 H 0.67208 0.48723 1.09867
8 H 0.64960 -2.62219 -1.91032
9 H -0.70448 -1.90742 -1.23042
10 H -1.00391 1.48167 -1.24018
11 H -1.65453 0.53462 -0.00571

No. 6
A 2-piece molecular cluster, C2H6ClN3 overall in a non-equilibrium geometry. Source: the Open Molecules 2025 dataset; level of theory: ωB97M-V/def2-TZVPD.

Computed properties:
Max |F| in eV/Å: 1.06
Calculated total energy in eV: -19163.716
HOMO in eV: -9.5
SMILES: [H]/N=C(/N)N=C.Cl
2S+1: 1
Gap between HOMO and LUMO in eV: 10.29
Energy relative to the best compared isomer or geometry (same formula, charge and spin) in kJ/mol: 0.0

Atoms and positions in Å:
1 H 0.54669 0.64925 1.74829
2 N 0.31238 1.24108 0.95476
3 C -0.27600 0.61754 0.00784
4 N -0.70794 1.27222 -1.10200
5 N -0.56765 -0.73449 0.01643
6 C 0.27649 -1.64930 -0.15682
7 H -0.84023 2.26538 -1.01641
8 H -1.33459 0.78443 -1.71944
9 H 1.32201 -1.47581 -0.39682
10 H -0.04366 -2.67725 -0.07161
11 Cl 3.13911 0.20206 -0.12617
12 H 2.13442 0.89665 0.35572

No. 7
A 2-piece molecular cluster, C2H6ClN3 overall in a non-equilibrium geometry. Source: the Open Molecules 2025 dataset; level of theory: ωB97M-V/def2-TZVPD.

Computed properties:
Max |F| in eV/Å: 3.12
Calculated total energy in eV: -19162.506
HOMO in eV: -9.1
SMILES: [H]/N=C(/N)N=C.Cl
2S+1: 1
Gap between HOMO and LUMO in eV: 9.70
Energy relative to the best compared isomer or geometry (same formula, charge and spin) in kJ/mol: 116.7

Atoms and positions in Å:
1 H -2.61261 -0.31029 -0.94565
2 N -2.17680 0.47028 -0.50712
3 C -0.95804 0.59319 -0.27477
4 N -0.38825 1.71758 0.21325
5 N -0.20128 -0.56531 -0.62272
6 C -0.16062 -1.55303 0.17691
7 H -0.94128 2.45931 0.56001
8 H 0.51310 1.82431 0.55025
9 H -0.07612 -1.54780 1.26642
10 H -0.14277 -2.53057 -0.19709
11 Cl 2.96757 -0.14258 -0.31902
12 H 4.17711 -0.41509 0.09954

No. 8
A 2-piece molecular cluster, C2H6ClNO overall in a non-equilibrium geometry. Source: the Open Molecules 2025 dataset; level of theory: ωB97M-V/def2-TZVPD.

Computed properties:
Max |F| in eV/Å: 1.64
Calculated total energy in eV: -18226.865
HOMO (spin up / spin down) in eV: -8.8 / -9.5
2S+1: 1
Gap between HOMO and LUMO (spin up / spin down) in eV: 7.95 / 9.39
Energy relative to the best compared isomer or geometry (same formula, charge and spin) in kJ/mol: 453.0

Atoms and positions in Å:
1 C -1.43114 1.36916 0.01325
2 C 0.42611 -0.96404 0.17655
3 N 0.67497 0.24125 -0.56849
4 O 1.46983 -1.88809 0.05352
5 Cl 1.91074 1.16863 0.09095
6 H -1.24101 1.43637 1.06415
7 H -1.19463 2.20750 -0.60768
8 H -2.08091 0.60997 -0.36140
9 H 0.31306 -0.80155 1.25639
10 H -0.51247 -1.37218 -0.23145
11 H 1.66545 -2.00702 -0.88579